1.
C2HF4IO | ωB97M-V with the def2-TZVPD basis set

Structure (ORCA input):
```
! wB97M-V def2-TZVPD RIJCOSX def2/J DEFGRID3
* xyz 0 1
O -0.546 0.991 0.393
C -0.719 -0.227 -0.123
F -1.559 -0.333 -1.150
C -0.196 -1.387 0.270
F 0.713 -1.377 1.223
F -0.380 -2.544 -0.366
H -1.360 1.342 0.625
F 1.362 2.091 -1.094
I 2.685 1.442 0.222
*
```

Values from the calculation:
ΔE to the lowest compared entry with this formula, charge and spin (kcal per mole): 55.9
HOMO-LUMO gap (eV): 7.7
Structure (SMILES): OC(F)=C(F)F.FI

List of natural (NBO) charges in e, atom by atom: number 1, O, carries -0.655; number 2, C, carries 0.481; number 3, F, carries -0.313; number 4, C, carries 0.586; number 5, F, carries -0.299; number 6, F, carries -0.291; number 7, H, carries 0.490; number 8, F, carries -0.537; number 9, I, carries 0.538

=====

2.
C4H14N2 | ωB97M-V with the def2-TZVPD basis set

Structure (ORCA input):
```
! wB97M-V def2-TZVPD RIJCOSX def2/J DEFGRID3
* xyz 0 1
C 0.628 -3.108 -0.045
C 0.074 -2.144 -1.016
C 1.027 -1.145 -1.679
H 1.577 -2.696 0.472
H 0.836 -4.115 -0.487
H -0.191 -3.356 0.664
H -0.676 -1.394 -0.533
H -0.652 -2.453 -1.855
H 1.778 -0.858 -1.014
H 1.372 -1.429 -2.690
H 0.557 -0.168 -1.656
N -1.318 1.919 0.253
C -1.232 2.641 1.592
N 0.227 3.170 1.637
H -1.002 2.532 -0.517
H -1.121 0.929 0.308
H -2.095 3.282 1.578
H -1.345 1.913 2.394
H 0.526 3.903 1.021
H 1.029 2.576 1.574
*
```

Values from the calculation:
ΔE to the lowest compared entry with this formula, charge and spin (kcal per mole): 45.4
HOMO-LUMO gap (eV): 9.1
Structure (SMILES): CCC.NCN

List of natural (NBO) charges in e, atom by atom: number 1, C, carries -0.625; number 2, C, carries -0.409; number 3, C, carries -0.615; number 4, H, carries 0.212; number 5, H, carries 0.212; number 6, H, carries 0.217; number 7, H, carries 0.181; number 8, H, carries 0.212; number 9, H, carries 0.201; number 10, H, carries 0.207; number 11, H, carries 0.208; number 12, N, carries -0.907; number 13, C, carries -0.046; number 14, N, carries -0.901; number 15, H, carries 0.373; number 16, H, carries 0.372; number 17, H, carries 0.201; number 18, H, carries 0.187; number 19, H, carries 0.354; number 20, H, carries 0.367

=====

| no. | DFT total energy (eV) | M (g mol⁻¹) | maximum force (eV Å⁻¹) |
| --- | --- | --- | --- |
| 1 | -23105.53283 | 243.93 | 3.0 |
| 2 | -7353.14700 | 90.17 | 5.4 |